[1]
{"formula": "C13H44O9", "method": "wB97M-V/def2-TZVPD", "elements": ["C", "C", "C", "O", "H", "H", "H", "H", "H", "H", "H", "H", "C", "C", "C", "O", "H", "H", "H", "H", "H", "H", "H", "H", "C", "C", "C", "O", "H", "H", "H", "H", "H", "H", "H", "H", "C", "C", "O", "H", "H", "H", "H", "H", "H", "C", "C", "O", "H", "H", "H", "H", "H", "H", "O", "H", "H", "O", "H", "H", "O", "H", "H", "O", "H", "H"], "positions_angstrom": [[1.04035, -2.12495, -5.98820], [-0.41829, -1.60760, -6.33365], [-0.88505, -1.71237, -7.81461], [-1.15575, -2.49334, -5.68760], [1.78554, -1.48344, -6.45859], [1.25352, -3.12321, -6.37048], [1.17279, -2.17518, -4.90745], [-0.63614, -0.62756, -5.90919], [-0.65430, -2.65025, -8.31982], [-0.31057, -1.00325, -8.41062], [-1.89153, -1.30412, -7.90648], [-2.00977, -2.20574, -6.01855], [-4.29460, 2.02890, 0.33599], [-4.88865, 0.64750, 0.03086], [-4.39624, 0.00284, -1.24567], [-4.72134, -0.18713, 1.18545], [-3.26876, 1.83530, 0.64950], [-4.71970, 2.44167, 1.25087], [-4.52962, 2.60804, -0.55702], [-5.96211, 0.82253, 0.10266], [-4.89260, -0.94991, -1.43003], [-3.31672, -0.01272, -1.39564], [-4.81343, 0.57725, -2.07278], [-4.25084, -0.98421, 0.93069], [1.51940, 3.68961, 6.67874], [1.50003, 2.49147, 5.76889], [1.78591, 1.21675, 6.60945], [0.33628, 2.41907, 5.09811], [1.98003, 3.52281, 7.65244], [0.56318, 4.15694, 6.91396], [2.17528, 4.45427, 6.26252], [2.39764, 2.57990, 5.15686], [2.67836, 1.27689, 7.23236], [1.97448, 0.53443, 5.78061], [0.91603, 1.00895, 7.23253], [0.32495, 1.46718, 4.97410], [3.25934, -6.46547, -0.05034], [3.52393, -5.58817, -1.27577], [3.49761, -4.18368, -1.00149], [2.28258, -6.25526, 0.38538], [4.03531, -6.20662, 0.67005], [3.31320, -7.51827, -0.32750], [2.92680, -5.84739, -2.15003], [4.50086, -5.78364, -1.71794], [2.55776, -4.04329, -0.86519], [0.33568, 5.31244, 1.12902], [-0.27788, 6.33117, 2.11644], [-1.21277, 5.66164, 2.99815], [1.11977, 5.92851, 0.68883], [-0.21000, 5.01362, 0.23402], [0.83420, 4.38307, 1.40444], [-0.88067, 7.09103, 1.61909], [0.51890, 6.80204, 2.69222], [-0.67438, 4.99553, 3.43177], [-0.48243, -2.93668, -1.47289], [-1.16646, -3.34922, -0.94549], [-0.83075, -2.94208, -2.36444], [0.89730, 0.26396, -0.58741], [0.86508, 0.25654, 0.36921], [0.42841, -0.52831, -0.84948], [4.19482, 0.17794, -3.00227], [3.42533, 0.44060, -2.49716], [4.35507, -0.72895, -2.74132], [-0.70110, -1.44770, 3.62975], [-1.46960, -1.85921, 3.23440], [-0.35346, -2.11122, 4.22567]], "nbo_charge": [-0.6226, 0.1087, -0.6574, -0.7071, 0.2079, 0.2095, 0.2155, 0.1482, 0.2243, 0.2128, 0.2030, 0.4571, -0.6270, 0.0946, -0.6603, -0.7332, 0.2137, 0.2219, 0.2087, 0.1660, 0.2145, 0.2185, 0.2236, 0.4585, -0.6377, 0.0980, -0.6398, -0.6858, 0.2054, 0.2235, 0.2075, 0.1321, 0.2197, 0.1951, 0.2104, 0.4709, -0.6354, -0.0737, -0.7101, 0.1986, 0.2150, 0.2135, 0.1568, 0.1724, 0.4627, -0.6597, -0.0628, -0.7221, 0.2039, 0.2150, 0.2179, 0.1851, 0.1594, 0.4635, -0.9519, 0.4699, 0.4828, -0.9509, 0.4714, 0.4791, -0.9450, 0.4755, 0.4697, -0.9387, 0.4699, 0.4695], "energy_ev": -32618.7619, "smiles": "CC(C)O.CC(C)O.CC(C)O.CCO.CCO.O.O.O.O", "e_homo_ev": -9.88, "max_force_ha_per_bohr": 0.099, "homo_lumo_gap_ha": 0.356, "total_charge": 0}

---

[2]
{"formula": "C13H46LiN14O19", "method": "wB97M-V/def2-TZVPD", "elements": ["Li", "C", "C", "C", "O", "C", "C", "C", "O", "O", "O", "H", "H", "C", "O", "N", "N", "H", "H", "H", "H", "C", "O", "N", "N", "H", "H", "H", "H", "C", "O", "N", "N", "H", "H", "H", "H", "C", "O", "N", "N", "H", "H", "H", "H", "C", "O", "N", "N", "H", "H", "H", "H", "C", "O", "N", "N", "H", "H", "H", "H", "C", "O", "N", "N", "H", "H", "H", "H", "O", "H", "H", "O", "H", "H", "O", "H", "H", "O", "H", "H", "O", "H", "H", "O", "H", "H", "O", "H", "H", "O", "H", "H"], "positions_angstrom": [[0.95191, -3.98478, 3.60786], [0.00960, -1.97581, 0.35792], [-0.28318, -1.18992, -0.82057], [-0.04185, 0.36694, -0.81220], [-0.44375, 1.09180, -1.72279], [0.73018, 0.90792, 0.29397], [1.14525, 0.07315, 1.30798], [0.72732, -1.36891, 1.37513], [0.94185, -2.08390, 2.40040], [1.93618, 0.58517, 2.18643], [-0.70034, -1.79126, -1.82883], [-0.36148, -2.98562, 0.42355], [1.09874, 1.91903, 0.30818], [-0.78991, 2.81223, 3.92110], [-1.38068, 3.64099, 4.61164], [-1.33482, 2.28368, 2.78502], [0.46059, 2.32654, 4.12678], [-2.25805, 2.55390, 2.49528], [-0.74126, 1.76106, 2.16997], [0.80709, 1.63372, 3.47863], [0.94938, 2.54383, 4.97369], [-4.43617, -3.17211, -1.86056], [-5.65763, -3.15557, -1.72456], [-3.77510, -4.16101, -2.54389], [-3.59658, -2.25766, -1.26592], [-2.78348, -4.08084, -2.65541], [-4.36662, -4.76643, -3.08085], [-3.94673, -1.58744, -0.60539], [-2.68675, -2.67425, -1.17450], [2.02974, 4.92020, 0.88431], [0.81347, 5.05220, 0.76899], [2.88377, 5.94339, 0.55160], [2.65005, 3.87893, 1.51644], [3.87529, 5.84187, 0.52340], [2.37470, 6.78365, 0.33673], [2.22498, 2.99432, 1.74265], [3.64124, 3.99651, 1.57696], [4.37007, 0.41689, 4.23616], [4.99145, 0.26035, 5.28305], [4.51611, -0.34499, 3.12762], [3.35230, 1.32490, 4.12571], [5.30180, -0.96036, 3.01903], [3.94869, -0.24192, 2.29752], [2.68335, 1.25767, 3.36657], [2.98756, 1.81399, 4.92093], [-3.91955, 0.60908, 1.20785], [-3.50633, 1.72730, 0.95842], [-3.08765, -0.48952, 1.38229], [-5.23811, 0.29584, 1.24370], [-2.09372, -0.33077, 1.39944], [-3.39604, -1.28881, 1.90587], [-5.47350, -0.62141, 1.56662], [-5.87059, 1.03696, 1.00597], [-2.49587, -1.36708, -4.90209], [-2.85942, -1.24249, -6.06968], [-2.93327, -0.61666, -3.85919], [-1.61558, -2.31108, -4.45952], [-3.65745, 0.04453, -4.06498], [-2.65835, -0.79083, -2.91196], [-1.18453, -2.98953, -5.05433], [-1.38621, -2.22308, -3.47581], [2.30410, 0.33204, -4.21139], [3.35457, 0.26781, -4.84903], [1.99786, 1.28724, -3.30198], [1.33889, -0.64076, -4.31424], [2.68511, 1.91709, -2.93463], [1.15566, 1.15326, -2.76050], [0.50477, -0.66435, -3.75445], [1.44477, -1.31247, -5.05083], [-1.12350, 1.92009, -4.43163], [-0.83945, 1.67810, -3.53099], [-0.84355, 1.18238, -4.98524], [-3.03117, 1.95954, -2.17019], [-2.16163, 1.53872, -2.12144], [-3.21852, 2.01902, -3.11178], [3.34981, -1.85929, -0.00775], [3.76166, -2.72951, -0.00387], [2.41401, -2.02791, -0.20329], [2.56244, -1.95000, 4.83365], [3.38267, -1.71331, 4.37504], [1.89135, -1.37777, 4.43360], [4.08421, 0.76911, -0.40901], [3.41676, 1.09894, 0.20408], [4.09539, -0.19392, -0.25365], [0.38991, -4.56150, -1.88019], [1.15242, -4.67112, -1.30488], [0.13099, -3.63015, -1.77069], [-1.27486, 3.49738, -0.11342], [-0.82907, 4.27207, 0.28178], [-0.55344, 2.90972, -0.35272], [-0.72103, -5.08982, 2.94964], [-1.18088, -5.49027, 3.69882], [-1.08240, -5.53490, 2.17288]], "mulliken_charge": [0.8564, -0.8171, 0.6381, 0.2768, 0.0045, -0.1684, 0.4260, -1.1918, -0.6768, -0.5623, 0.1831, 0.3982, 0.4895, 0.3860, -0.7576, 0.0121, -0.0202, 0.1180, 0.0866, 0.0022, 0.1423, 0.5274, -0.7138, -0.3245, -0.1150, 0.1725, 0.2295, 0.1188, -0.0384, 0.5755, -0.7205, -0.4542, -0.3320, 0.1493, 0.2604, 0.4753, 0.1779, 0.2382, -0.7082, -0.2895, -0.3011, 0.1658, 0.1874, 0.6256, 0.1432, 0.5613, -0.6039, -0.1443, -0.3978, -0.1180, 0.2409, 0.1638, 0.2448, 0.4515, -0.7420, 0.0980, -0.1244, 0.1254, -0.0354, 0.1968, 0.1151, 0.3987, -0.7325, -0.1410, -0.1756, 0.2423, -0.2322, 0.0332, 0.2074, -0.7253, 0.3646, 0.3017, -0.6049, 0.0924, 0.3502, -0.5839, 0.2456, 0.2990, -0.6858, 0.4035, 0.3233, -0.7009, 0.3328, 0.3971, -0.7107, 0.3049, 0.1810, -0.4882, 0.4797, -0.1331, -0.5459, 0.3036, 0.2923], "energy_ev": -74207.1709, "e_homo_ev": -6.57, "max_force_ha_per_bohr": 0.061, "homo_lumo_gap_ha": 0.237, "total_charge": -1}

---

[3]
{"formula": "C13H48MnN22O13", "method": "wB97M-V/def2-TZVPD", "elements": ["Mn", "O", "C", "C", "O", "H", "H", "H", "H", "C", "O", "N", "N", "H", "H", "H", "H", "C", "O", "N", "N", "H", "H", "H", "H", "C", "O", "N", "N", "H", "H", "H", "H", "C", "O", "N", "N", "H", "H", "H", "H", "C", "O", "N", "N", "H", "H", "H", "H", "C", "O", "N", "N", "H", "H", "H", "H", "C", "O", "N", "N", "H", "H", "H", "H", "C", "O", "N", "N", "H", "H", "H", "H", "C", "O", "N", "N", "H", "H", "H", "H", "C", "O", "N", "N", "H", "H", "H", "H", "C", "O", "N", "N", "H", "H", "H", "H"], "positions_angstrom": [[-33.14328, -22.41935, 36.21503], [-35.10663, -21.65887, 36.05822], [-35.07983, -20.29441, 36.26723], [-33.77517, -19.73802, 36.97376], [-32.55807, -20.36971, 36.62218], [-35.90924, -19.93499, 36.89584], [-35.08814, -19.66006, 35.35833], [-33.93389, -19.75460, 38.06111], [-33.71948, -18.65609, 36.78679], [-28.78839, -20.52931, 36.56349], [-27.57200, -20.60590, 36.60760], [-29.61744, -20.70488, 37.63910], [-29.53021, -20.29375, 35.46825], [-29.26489, -21.17273, 38.45287], [-30.58960, -20.44487, 37.54538], [-30.52272, -20.12538, 35.54461], [-29.18730, -19.92284, 34.59926], [-34.25386, -24.53247, 38.57414], [-33.94598, -23.58340, 37.85285], [-34.89580, -25.65510, 38.08427], [-34.25871, -24.51366, 39.91764], [-34.65936, -26.58537, 38.37051], [-35.43126, -25.44287, 37.25992], [-34.87458, -25.18840, 40.33118], [-33.97944, -23.66685, 40.38740], [-38.23563, -22.52859, 38.11684], [-39.25914, -22.73819, 38.74368], [-37.16205, -21.86172, 38.59998], [-38.14353, -22.71137, 36.75374], [-36.37633, -21.66634, 38.00499], [-37.27770, -21.55882, 39.54770], [-37.22725, -22.70740, 36.32569], [-38.90059, -23.06248, 36.19812], [-32.17797, -21.42442, 33.39293], [-32.21745, -22.24752, 34.31863], [-32.24501, -20.10809, 33.65136], [-31.99743, -21.72322, 32.09429], [-32.01693, -19.39321, 32.98919], [-32.50105, -19.84888, 34.59895], [-32.15687, -21.05391, 31.36567], [-31.70217, -22.64460, 31.82432], [-34.03816, -21.35610, 41.39840], [-32.84924, -21.56603, 41.45475], [-34.69664, -20.57222, 40.45249], [-35.00344, -22.11269, 42.01721], [-34.18823, -19.91932, 39.88020], [-35.53117, -20.20440, 40.88674], [-34.69726, -22.92377, 42.52819], [-35.94126, -22.17865, 41.66635], [-35.10744, -17.32739, 31.96585], [-36.31104, -17.37924, 32.20417], [-34.55190, -16.67610, 30.91281], [-34.18788, -17.81840, 32.83996], [-33.55382, -16.63689, 30.81734], [-35.08034, -16.16519, 30.23073], [-33.22668, -17.62056, 32.62620], [-34.48836, -18.12346, 33.74660], [-39.84132, -17.73441, 37.71170], [-40.94392, -18.10769, 37.36852], [-38.70939, -18.50330, 37.76009], [-39.55617, -16.40074, 37.87780], [-38.79447, -19.50003, 37.66655], [-37.83200, -18.06285, 37.95450], [-40.23676, -15.69407, 37.67944], [-38.58752, -16.14427, 37.93179], [-35.42222, -15.23948, 35.06485], [-35.15804, -14.49019, 35.99799], [-35.77884, -14.71884, 33.86086], [-35.69112, -16.57311, 35.23587], [-35.74176, -13.71651, 33.81759], [-36.03286, -15.25148, 33.04618], [-35.94401, -16.74196, 36.19562], [-36.16948, -17.11546, 34.53152], [-31.69769, -16.80668, 35.07091], [-31.26965, -17.55979, 34.19629], [-32.02986, -17.33237, 36.28807], [-32.29092, -15.61177, 34.79470], [-32.56029, -16.72289, 36.88331], [-31.89414, -18.32592, 36.37718], [-32.53308, -15.04147, 35.59037], [-32.04835, -15.12374, 33.95118], [-36.71575, -21.17150, 32.26519], [-36.96053, -21.47523, 31.10852], [-37.19740, -20.07974, 32.95273], [-36.16350, -22.05138, 33.14396], [-36.63921, -20.08203, 33.79281], [-37.40536, -19.26405, 32.40135], [-35.90921, -22.99589, 32.93074], [-35.81646, -21.71292, 34.03156], [-31.94878, -18.10430, 40.26325], [-33.09136, -18.07185, 40.68424], [-31.53381, -18.76839, 39.13114], [-30.94822, -17.37704, 40.85729], [-32.17554, -19.29040, 38.56250], [-30.55594, -18.99248, 39.20445], [-31.19825, -16.90402, 41.70548], [-29.99897, -17.39244, 40.53636]], "mulliken_charge": [0.6158, -0.3769, 2.0268, 1.3700, 0.6459, 0.0341, -1.8233, -1.6304, 0.1332, 0.4851, -0.7075, -0.2682, -0.0856, 0.1907, 0.0123, -0.0467, 0.2015, 0.4745, -0.5064, -0.4633, -0.3309, 0.1820, 0.2245, 0.1979, 0.2220, 0.4939, -0.6838, 0.0735, -0.2647, -0.0527, 0.0392, 0.1276, 0.2034, 0.5386, -0.7179, 0.6105, -0.3189, 0.1651, -1.0711, 0.1474, 0.2683, 0.2102, -0.6021, 0.2199, -0.3887, -0.3398, 0.2986, 0.3156, 0.1952, 0.4891, -0.6847, -0.4266, 0.5454, 0.1203, 0.2238, 0.1510, -0.5732, 0.5695, -0.6229, -0.1788, -0.3914, 0.0827, 0.1189, 0.2197, 0.1637, 0.4580, -0.7123, -0.3036, -0.1175, 0.2173, 0.1621, 0.1034, 0.1559, 0.4213, -0.6874, -0.0764, -0.2891, 0.2476, 0.0766, 0.1998, 0.2121, 0.4969, -0.6923, -0.3558, -0.2495, 0.1099, 0.2973, 0.1874, -0.0143, 0.6045, -0.6363, -0.0184, -0.4157, -0.1084, 0.2528, 0.2603, 0.1628], "energy_ev": -104991.0857, "e_homo_ev": [-9.09, -9.13], "max_force_ha_per_bohr": 0.061, "multiplicity": 6, "homo_lumo_gap_ha": [0.321, 0.314], "total_charge": 0, "s2": 8.7538}